DFT (ωB97M-V/def2-TZVPD) results for a 2-piece molecular cluster, C28H46FOSi4 overall in a non-equilibrium geometry.

Geometry (Å):
C  0.96020  -4.25580  1.41910
Si  2.54808  -3.71669  0.54955
C  4.05078  -4.23615  1.55474
C  2.67264  -4.51853  -1.15053
Si  2.49179  -1.36108  0.31400
Si  0.50335  -0.97851  -0.85601
C  -1.00631  -1.45345  0.15748
C  0.59539  0.86609  -1.18547
C  0.48366  -1.85047  -2.52317
Si  2.46282  -0.47583  2.46476
C  0.86707  -0.90407  3.36277
C  3.99222  -1.11501  3.33842
C  2.64883  1.36788  2.17320
O  3.68475  -0.12328  -0.20318
C  3.92641  0.17835  -1.51056
C  3.58641  -0.65618  -2.52227
C  3.96665  -0.41361  -3.93968
C  4.64504  0.93824  -4.18746
C  4.27726  1.96051  -3.12267
C  4.67115  1.45605  -1.74562
H  1.05299  -5.33297  1.62078
H  0.80102  -3.74854  2.37775
H  0.06990  -4.10754  0.79745
H  4.14711  -5.32991  1.48024
H  4.96937  -3.78898  1.15085
H  3.97127  -3.97065  2.61521
H  2.73577  -5.60765  -1.00279
H  1.81300  -4.31114  -1.79793
H  3.58635  -4.19781  -1.66994
H  -1.89011  -1.14586  -0.42258
H  -1.06817  -2.53514  0.31982
H  -1.04737  -0.95078  1.12999
H  -0.13301  1.16045  -1.95627
H  0.35784  1.43803  -0.28309
H  1.58518  1.20341  -1.53556
H  -0.33476  -1.40860  -3.10972
H  1.40800  -1.69881  -3.09235
H  0.30457  -2.92544  -2.41531
H  0.96101  -0.48800  4.37712
H  -0.01254  -0.45206  2.88731
H  0.70740  -1.98592  3.44857
H  4.18450  -0.44834  4.19135
H  3.86771  -2.13800  3.71010
H  4.86501  -1.08206  2.67167
H  2.64773  1.89018  3.14084
H  3.57949  1.62474  1.64662
H  1.80954  1.74184  1.58388
H  3.19006  -1.66417  -2.33269
H  4.64797  -1.20854  -4.28557
H  3.07763  -0.49658  -4.58563
H  5.73275  0.78776  -4.17840
H  4.36503  1.31813  -5.17645
H  4.75873  2.92039  -3.33033
H  3.19561  2.13878  -3.14766
H  4.45379  2.20256  -0.96968
H  5.76024  1.24469  -1.71739
F  -1.69289  4.87264  -3.88376
C  -1.46024  4.51219  -2.57569
C  -2.53875  4.09665  -1.79942
C  -2.27663  3.73512  -0.46581
C  -0.97663  3.68710  0.00910
C  0.13590  4.02586  -0.83291
C  1.44851  3.73235  -0.35912
C  2.65427  4.35038  -0.77129
C  3.66379  4.66966  0.19450
C  4.86473  5.24206  -0.20070
C  5.11197  5.51577  -1.55377
C  4.12821  5.23165  -2.51162
C  2.93622  4.61130  -2.13802
C  -0.16080  4.60025  -2.10156
H  -3.54785  4.11993  -2.21357
H  -3.10621  3.47221  0.18800
H  -0.78294  3.37424  1.04386
H  1.47934  3.23524  0.61300
H  3.45351  4.46150  1.24310
H  5.62148  5.48435  0.54877
H  6.06027  5.95855  -1.87261
H  4.29374  5.46690  -3.56855
H  2.23978  4.26745  -2.90449
H  0.60863  5.06470  -2.71296

As for the energy above the lowest of the compared OMol25 structures with the same formula, charge and spin: 0.0 kcal/mol. The total energy comes out at -66052.8994 eV. Its spin multiplicity is 1. Its gap between HOMO and LUMO is 4.01 eV. The charge is +1. The HOMO energy comes out at -9.99 eV.

These are the Mulliken partial charges, in e, on atoms 1 to 4:
1 C -0.97
2 Si 0.58
3 C -1.14
4 C -1.03